Formula: C29H52F12O25S5
Source: the Open Molecules 2025 dataset
Level of theory: ωB97M-V/def2-TZVPD

Each line ends with the Löwdin charge.
CARTESIAN COORDINATES (ANGSTROEM)
C 2.8961 -2.4742 -3.1029  -0.042
C 3.2536 -0.9454 -2.9793  -0.160
O 3.7391 -0.6166 -1.6610  -0.002
C 5.0086 -0.8006 -1.2304  -0.373
O 5.9289 -0.9004 -1.9797  0.187
C 5.1091 -0.5728 0.2589  -0.538
F 3.9255 -0.0940 0.8219  0.118
F 5.4257 -1.6921 0.8776  0.188
F 6.0749 0.2998 0.4251  0.200
H 2.3502 -2.9036 -2.2628  0.062
H 3.8529 -2.9929 -3.1625  0.072
H 2.3584 -2.7211 -4.0183  0.072
H 2.3691 -0.3520 -3.2108  0.095
H 4.0348 -0.7231 -3.7062  0.120
C -3.0882 0.5416 1.9468  -0.068
C -3.8198 0.9453 3.1460  -0.194
O -4.3281 2.3522 2.9931  0.025
C -4.7491 2.9712 4.1161  -0.339
O -4.7480 2.4461 5.2527  0.122
C -5.2649 4.3670 3.9273  -0.546
F -5.3833 4.6367 2.6122  0.151
F -6.4638 4.5874 4.4954  0.169
F -4.4304 5.2600 4.4610  0.178
H -2.7286 -0.4872 1.9630  0.093
H -2.2152 1.1935 1.9144  0.056
H -3.6643 0.7696 1.0500  0.090
H -3.2195 0.7232 4.0283  0.126
H -4.6852 0.2841 3.1900  0.133
C -2.0430 1.8613 -6.4175  -0.058
C -0.6915 1.1665 -6.3279  -0.195
O -0.6414 0.1223 -5.3610  0.008
C -1.5453 -0.8720 -5.1599  -0.277
O -2.4004 -1.2086 -5.9986  0.124
C -1.2831 -1.7520 -3.8603  -0.637
F -0.2202 -1.4248 -3.2238  0.197
F -2.2563 -1.5760 -2.9859  0.188
F -1.1620 -2.9953 -4.2296  0.201
H -1.9148 2.7005 -7.1012  0.084
H -2.3918 2.1910 -5.4389  0.065
H -2.8429 1.3016 -6.9023  0.082
H 0.0620 1.9173 -6.0897  0.098
H -0.5290 0.8341 -7.3531  0.128
C 1.2212 -2.7618 0.9506  -0.017
C 0.0153 -2.0388 0.2240  -0.211
O 0.3402 -0.8754 -0.4295  0.003
C 0.4741 0.3176 0.2303  -0.305
O 0.4268 0.4378 1.4447  0.150
C 0.5138 1.5108 -0.7385  -0.446
F -0.7463 2.0019 -0.9492  0.136
F 1.2935 2.4307 -0.1513  0.170
F 0.9798 1.1899 -2.0061  0.120
H 0.9197 -3.6372 1.5258  0.036
H 1.5336 -2.0981 1.7569  0.060
H 2.1028 -3.0129 0.3608  0.078
H -0.7841 -1.7548 0.9084  0.103
H -0.3796 -2.7463 -0.5050  0.115
C 2.3292 -6.1514 3.6436  -0.086
C 1.5679 -5.0572 4.2833  -0.292
O 2.5618 -4.4302 5.0639  -0.291
S 3.3954 -3.0386 4.4224  0.700
C 4.5670 -2.7854 5.7813  -0.101
O 4.0851 -3.4838 3.2226  -0.298
O 2.4223 -1.9566 4.4229  -0.301
H 1.5707 -6.5202 2.9532  0.053
H 2.6517 -6.9274 4.3378  0.091
H 3.1494 -5.9607 2.9514  0.083
H 1.2429 -4.3017 3.5679  0.096
H 0.7872 -5.4244 4.9494  0.134
H 4.0254 -2.2807 6.5814  0.073
H 5.3360 -2.0946 5.4357  0.074
H 4.9927 -3.7726 5.9615  0.073
C 2.7675 5.7843 3.8940  -0.058
C 1.7676 4.6263 4.0875  -0.265
O 1.0900 4.3944 2.8435  -0.265
S -0.5500 4.2886 2.8415  0.679
C -0.8729 2.8089 3.9048  -0.071
O -1.0613 5.4670 3.5715  -0.310
O -0.9985 4.0010 1.4787  -0.308
H 3.3588 5.9649 4.7917  0.074
H 2.2655 6.7371 3.7261  0.080
H 3.5532 5.6430 3.1518  0.079
H 2.2621 3.7235 4.4462  0.120
H 1.0300 4.8787 4.8493  0.104
H -0.4790 3.0151 4.9000  0.070
H -0.2776 2.0148 3.4543  0.059
H -1.9436 2.6048 3.9115  0.040
C -1.8333 -6.7213 -2.2213  -0.077
C -2.8807 -6.4066 -1.1732  -0.241
O -2.4114 -5.1850 -0.5532  -0.294
S -2.2820 -5.0981 1.0766  0.693
C -0.7308 -6.0399 1.1579  -0.111
O -2.0175 -3.7378 1.5503  -0.289
O -3.3170 -5.9930 1.6642  -0.312
H -0.8123 -6.9289 -1.9012  0.077
H -1.6815 -5.9331 -2.9587  0.073
H -2.2534 -7.5222 -2.8297  0.083
H -3.8048 -6.1920 -1.7100  0.130
H -2.9021 -7.2147 -0.4420  0.111
H -0.5084 -6.1905 2.2142  0.054
H 0.0668 -5.4459 0.7117  0.059
H -0.8855 -7.0094 0.6842  0.068
O 5.1939 4.2583 -3.5450  -0.257
S 3.8635 4.6689 -4.0948  0.736
O 3.8122 5.6948 -5.1442  -0.250
O 3.0785 3.3423 -4.5526  -0.212
C 1.6774 3.5389 -4.3714  -0.151
C 1.4621 4.4430 -3.0744  -0.121
O 2.7838 4.9284 -2.8812  -0.212
H 1.3735 4.0028 -5.3097  0.123
H 1.1994 2.5618 -4.3018  0.104
H 1.0718 3.9038 -2.2112  0.099
H 0.7831 5.2750 -3.2609  0.127
O -5.4780 3.5529 -4.0431  -0.257
S -4.5943 2.8327 -3.0982  0.717
O -4.4906 1.4113 -3.3577  -0.248
O -3.0388 3.5091 -3.1001  -0.219
C -2.7436 4.2248 -1.9332  -0.211
C -3.5969 3.6122 -0.8536  -0.134
O -4.7949 3.2392 -1.5700  -0.193
H -1.6941 4.0883 -1.6724  0.111
H -2.9025 5.2742 -2.1814  0.137
H -3.8042 4.3827 -0.1111  0.140
H -3.0936 2.7745 -0.3708  0.110

Frontier orbital gap = 0.402 Eh
ΔE to the lowest compared entry with this formula, charge and spin = 266.2 kJ/mol
LUMO level = 0.096 eV
Structure (SMILES) = CCOC(=O)C(F)(F)F.CCOC(=O)C(F)(F)F.CCOC(=O)C(F)(F)F.CCOC(=O)C(F)(F)F.CCOS(C)(=O)=O.CCOS(C)(=O)=O.CCOS(C)(=O)=O.O=S1(=O)OCCO1.O=S1(=O)OCCO1

=====

Formula: C29H52GeN3RuSi5
Source: the Open Molecules 2025 dataset
Level of theory: ωB97M-V/def2-TZVPD

Each line ends with the Löwdin charge.
CARTESIAN COORDINATES (ANGSTROEM)
Ru 0.0928 0.1350 -1.3470  0.592
N 2.7016 2.6498 -1.9122  0.135
C 3.1978 1.3686 -1.9195  -0.294
C 4.5864 1.2651 -2.1210  0.012
C 5.2026 0.0402 -2.0599  -0.014
C 4.4055 -1.0727 -1.8067  -0.030
C 3.0496 -0.8919 -1.6559  -0.161
N 2.4250 0.2975 -1.7005  0.042
C 1.4428 3.2038 -1.9195  -0.295
C 1.4097 4.6053 -2.0258  0.013
C 0.2052 5.2651 -2.0677  -0.011
C -0.9532 4.4972 -2.0075  -0.029
C -0.8324 3.1314 -1.8948  -0.157
N 0.3312 2.4632 -1.8316  0.066
H 3.4256 3.3445 -2.0476  0.147
H 5.1503 2.1615 -2.3245  0.126
H 6.2664 -0.0559 -2.2055  0.128
H 4.8322 -2.0598 -1.7342  0.122
H 2.4147 -1.7443 -1.4857  0.036
H 2.3414 5.1469 -2.0809  0.127
H 0.1639 6.3387 -2.1583  0.129
H -1.9274 4.9545 -2.0515  0.124
H -1.7183 2.5240 -1.8731  0.032
C -3.3440 1.1436 -0.7817  -0.197
Si -2.3071 0.0466 -2.0101  0.580
C -2.8904 0.5372 -3.7825  -0.171
C -2.8739 -1.7736 -1.7974  -0.345
C -4.2176 -2.1075 -1.7130  -0.101
C -4.6003 -3.4381 -1.7433  -0.052
C -3.6413 -4.4331 -1.8313  -0.052
C -2.2980 -4.0989 -1.8983  -0.099
C -1.9149 -2.7666 -1.8943  -0.348
Si -0.0795 -2.2362 -2.0962  0.612
C 0.5622 -2.7931 -3.8281  -0.168
C 0.8130 -3.3454 -0.7689  -0.201
H -4.2866 0.6535 -0.5753  0.029
H -3.5914 2.1173 -1.1907  0.033
H -2.8286 1.2815 0.1666  -0.028
H -3.9713 0.4133 -3.8182  0.044
H -2.4648 -0.1078 -4.5453  0.028
H -2.6699 1.5666 -4.0512  0.021
H -4.9637 -1.3328 -1.6442  0.103
H -5.6480 -3.6985 -1.7059  0.116
H -3.9310 -5.4726 -1.8637  0.116
H -1.5550 -4.8772 -1.9768  0.106
H 0.4768 -3.8762 -3.8851  0.044
H 1.6031 -2.5305 -3.9994  0.020
H -0.0266 -2.3757 -4.6406  0.029
H 0.2026 -4.2235 -0.5866  0.033
H 0.9120 -2.8293 0.1829  -0.034
H 1.7901 -3.7070 -1.0753  0.038
C 1.4380 3.3763 1.6645  -0.200
Si -0.0624 2.3885 2.3332  0.464
C -1.6558 3.2439 1.6958  -0.210
C -0.0432 2.4006 4.2416  -0.173
Ge 0.0843 0.1279 1.0656  0.627
Si 2.3744 -0.5877 2.3288  0.490
C 3.6410 0.7304 1.7540  -0.206
C 3.0080 -2.3158 1.8054  -0.207
C 2.2539 -0.5878 4.2309  -0.180
Si -1.7553 -1.4099 2.3655  0.543
C -1.4806 -3.2226 1.8414  -0.179
C -1.4514 -1.1621 4.2283  -0.167
C -3.5662 -0.9617 1.9735  -0.183
H 1.1717 4.4207 1.5354  0.040
H 1.7816 3.0029 0.7048  -0.014
H 2.2747 3.3421 2.3527  0.024
H -1.6993 4.2597 2.0796  0.043
H -2.5564 2.7377 2.0297  0.024
H -1.6793 3.3086 0.6113  -0.008
H -0.1533 3.4242 4.5873  0.049
H 0.8843 2.0264 4.6590  0.008
H -0.8540 1.8295 4.6785  0.013
H 3.4234 1.1316 0.7688  -0.011
H 4.6337 0.2900 1.7150  0.039
H 3.6845 1.5596 2.4514  0.021
H 3.2040 -2.4035 0.7423  -0.003
H 2.3340 -3.1132 2.1012  0.025
H 3.9489 -2.4890 2.3210  0.042
H 2.0102 0.3850 4.6381  0.003
H 3.2204 -0.8742 4.6357  0.049
H 1.5309 -1.2993 4.6117  0.010
H -0.4778 -3.5788 2.0473  0.023
H -1.6951 -3.3762 0.7886  0.006
H -2.1682 -3.8469 2.4065  0.052
H -0.4740 -1.5046 4.5415  0.006
H -2.1878 -1.7436 4.7735  0.054
H -1.5627 -0.1298 4.5374  0.011
H -3.8692 -1.3140 0.9925  0.011
H -3.7850 0.0984 2.0392  0.022
H -4.1912 -1.4647 2.7075  0.048

Frontier orbital gap (alpha / beta) = 0.185 / 0.194 Eh
LUMO level (alpha / beta) = -8.350 / -8.286 eV
Net charge = +2
Spin multiplicity = 2